[1]
{"formula": "C6H9Cl9O3", "method": "ωB97M-V/def2-TZVPD", "symbols": ["C", "O", "C", "O", "O", "C", "H", "H", "H", "H", "H", "H", "Cl", "C", "Cl", "Cl", "H", "Cl", "C", "Cl", "Cl", "H", "Cl", "C", "Cl", "Cl", "H"], "positions_angstrom": [[-4.886, 0.772, 0.626], [-4.078, 0.173, -0.386], [-2.782, 0.453, -0.330], [-2.230, 1.065, 0.546], [-2.184, -0.069, -1.398], [-0.771, 0.064, -1.387], [-4.824, 0.190, 1.547], [-5.903, 0.758, 0.253], [-4.554, 1.784, 0.846], [-0.479, 1.103, -1.227], [-0.409, -0.250, -2.363], [-0.266, -0.524, -0.618], [2.449, 1.136, -4.070], [3.229, 0.384, -2.660], [3.222, -1.370, -2.844], [2.449, 0.878, -1.177], [4.254, 0.725, -2.648], [3.280, -2.644, 2.647], [3.198, -2.155, 0.967], [1.801, -2.858, 0.172], [4.676, -2.585, 0.124], [3.098, -1.079, 0.985], [2.047, 1.101, 2.337], [0.287, 0.859, 2.375], [-0.427, 1.772, 3.703], [-0.061, -0.864, 2.546], [-0.137, 1.181, 1.435]], "forces_ev_per_a": [[0.1, 0.0, 0.5], [0.0, 0.1, -0.3], [-0.1, -0.3, 0.0], [0.1, 0.2, 0.2], [-0.2, -0.2, 0.2], [0.8, 0.5, -0.2], [0.0, 0.0, -0.1], [0.0, 0.0, -0.1], [0.0, 0.0, -0.1], [-0.1, 0.0, -0.1], [-0.1, -0.1, 0.0], [-0.4, -0.2, 0.1], [0.0, 0.0, 0.2], [0.0, -0.1, -0.7], [0.0, 0.1, 0.0], [0.0, 0.1, 0.3], [0.1, 0.0, 0.1], [0.0, -0.2, 0.4], [0.0, 0.2, 0.2], [-0.2, -0.1, -0.1], [0.2, 0.0, -0.1], [-0.1, 0.1, -0.3], [-0.1, 0.1, -0.1], [0.1, -0.3, 0.3], [0.0, 0.0, -0.2], [-0.1, 0.1, 0.0], [-0.1, 0.2, 0.0]], "total_charge": 0, "e_above_lowest_kcal_mol": 0.0, "e_lumo_ev": 0.42, "energy_ha": -4601.46743, "max_force_ha_per_bohr": 0.0191, "smiles": "COC(=O)OC.ClC(Cl)Cl.ClC(Cl)Cl.ClC(Cl)Cl"}

[2]
{"formula": "C39H94BN6O21", "method": "ωB97M-V/def2-TZVPD", "symbols": ["O", "C", "O", "B", "O", "C", "O", "O", "C", "O", "C", "O", "O", "C", "O", "H", "H", "H", "H", "C", "O", "H", "H", "H", "H", "C", "O", "H", "H", "H", "H", "C", "O", "C", "C", "N", "C", "C", "O", "C", "H", "H", "H", "H", "H", "H", "H", "H", "H", "H", "H", "H", "H", "H", "H", "C", "O", "C", "C", "N", "C", "C", "O", "C", "H", "H", "H", "H", "H", "H", "H", "H", "H", "H", "H", "H", "H", "H", "H", "C", "O", "C", "C", "N", "C", "C", "O", "C", "H", "H", "H", "H", "H", "H", "H", "H", "H", "H", "H", "H", "H", "H", "H", "C", "O", "C", "C", "N", "C", "C", "O", "C", "H", "H", "H", "H", "H", "H", "H", "H", "H", "H", "H", "H", "H", "H", "H", "C", "C", "C", "O", "C", "N", "H", "H", "H", "H", "H", "H", "H", "H", "H", "H", "H", "C", "C", "C", "O", "C", "N", "H", "H", "H", "H", "H", "H", "H", "H", "H", "H", "H"], "positions_angstrom": [[-1.145, -4.833, 0.689], [-1.268, -3.768, 0.130], [-0.532, -2.723, 0.401], [-0.739, -1.604, -0.564], [-1.868, -2.084, -1.346], [-2.189, -3.272, -0.972], [-3.221, -3.792, -1.415], [0.410, -1.361, -1.420], [0.974, -0.145, -1.136], [1.915, 0.436, -1.657], [0.000, 0.495, -0.123], [-0.947, -0.369, 0.150], [0.073, 1.598, 0.424], [-3.269, -7.604, -0.847], [-1.981, -8.020, -1.199], [-3.921, -8.292, -0.310], [-3.136, -6.706, -0.243], [-3.674, -7.320, -1.819], [-1.441, -7.874, -0.418], [-2.259, -5.870, -4.523], [-2.968, -7.006, -4.828], [-2.920, -5.180, -3.999], [-1.370, -6.031, -3.913], [-1.990, -5.294, -5.408], [-3.405, -7.192, -3.994], [-2.387, 3.071, -1.545], [-2.024, 4.055, -2.459], [-2.090, 2.079, -1.885], [-1.968, 3.328, -0.572], [-3.458, 2.953, -1.380], [-2.617, 3.988, -3.211], [-6.690, 1.997, 0.267], [-6.581, 2.057, 1.680], [-5.242, 2.300, 2.293], [-4.048, 1.446, 1.903], [-4.283, 0.076, 2.359], [-3.252, -0.892, 1.920], [-3.603, -2.234, 2.516], [-4.807, -2.663, 1.960], [-4.942, -4.013, 1.926], [-7.712, 1.990, -0.113], [-6.458, 1.018, -0.152], [-6.109, 2.682, -0.350], [-5.574, 2.217, 3.329], [-4.928, 3.335, 2.157], [-3.102, 1.814, 2.300], [-3.895, 1.337, 0.829], [-5.184, -0.114, 1.946], [-2.307, -0.445, 2.228], [-3.208, -1.066, 0.845], [-3.588, -2.306, 3.604], [-2.753, -2.879, 2.291], [-5.850, -4.276, 1.383], [-5.094, -4.490, 2.894], [-4.170, -4.664, 1.517], [6.327, 6.749, -0.657], [5.601, 5.462, -0.435], [5.223, 5.290, 0.979], [4.683, 3.801, 1.163], [3.730, 3.363, 0.182], [2.324, 3.827, 0.395], [1.421, 3.857, -0.933], [2.271, 4.354, -2.009], [1.451, 4.612, -3.196], [6.337, 7.013, -1.715], [7.356, 6.761, -0.297], [6.021, 7.698, -0.217], [4.452, 6.009, 1.256], [6.045, 5.437, 1.680], [4.264, 3.793, 2.170], [5.530, 3.116, 1.144], [3.646, 2.383, 0.411], [2.210, 4.797, 0.877], [1.902, 3.175, 1.160], [0.521, 4.461, -0.823], [1.074, 2.879, -1.264], [1.984, 5.093, -4.016], [0.676, 5.375, -3.125], [1.117, 3.654, -3.596], [-7.624, 0.334, 7.276], [-7.019, 1.599, 7.049], [-5.639, 1.721, 6.632], [-5.084, 0.564, 5.855], [-3.744, 0.772, 5.322], [-2.640, 0.440, 6.250], [-1.344, 0.924, 5.525], [-1.128, 0.096, 4.362], [-0.108, 0.675, 3.537], [-8.556, 0.387, 7.838], [-6.989, -0.323, 7.870], [-7.867, -0.120, 6.315], [-5.083, 1.809, 7.565], [-5.512, 2.558, 5.945], [-5.786, 0.557, 5.021], [-4.974, -0.408, 6.336], [-3.557, 0.274, 4.463], [-2.523, -0.586, 6.600], [-2.813, 1.112, 7.091], [-0.617, 0.821, 6.330], [-1.338, 1.983, 5.268], [0.737, 0.936, 4.174], [-0.510, 1.562, 3.047], [0.117, -0.031, 2.737], [-0.966, 2.993, -5.944], [-0.045, 1.876, -6.169], [0.482, 1.112, -5.000], [1.774, 0.307, -5.222], [2.804, 1.350, -5.420], [3.770, 0.837, -6.392], [4.967, 1.784, -6.538], [4.618, 3.189, -6.695], [3.838, 3.662, -7.818], [-1.201, 3.486, -6.887], [-0.499, 3.664, -5.223], [-1.898, 2.612, -5.526], [-0.352, 0.517, -4.627], [0.524, 1.835, -4.185], [1.755, -0.354, -6.088], [1.995, -0.225, -4.296], [2.480, 2.113, -5.997], [3.247, 0.697, -7.339], [4.071, -0.143, -6.022], [5.639, 1.467, -7.336], [5.487, 1.819, -5.581], [4.328, 3.393, -8.754], [3.541, 4.711, -7.839], [2.970, 3.016, -7.947], [0.513, -7.433, 2.335], [0.645, -6.446, 3.483], [1.611, -6.975, 4.588], [1.122, -8.225, 5.149], [0.178, -8.009, 6.212], [1.130, -5.147, 2.904], [-0.182, -7.013, 1.607], [0.214, -8.439, 2.630], [1.490, -7.576, 1.873], [-0.348, -6.297, 3.906], [1.954, -6.282, 5.357], [2.550, -7.063, 4.041], [0.412, -8.617, 7.086], [-0.875, -8.089, 5.945], [0.361, -6.998, 6.574], [0.626, -4.819, 2.093], [1.006, -4.369, 3.536], [5.500, -0.047, -2.853], [5.497, 1.401, -2.236], [6.822, 2.198, -2.427], [6.790, 3.586, -1.946], [8.063, 4.077, -1.737], [4.260, 2.108, -2.593], [4.530, -0.540, -2.794], [6.300, -0.593, -2.353], [5.688, -0.130, -3.923], [5.328, 1.620, -1.182], [7.012, 2.272, -3.497], [7.466, 1.459, -1.951], [8.525, 4.487, -2.635], [8.823, 3.448, -1.274], [8.117, 4.877, -0.999], [3.639, 1.424, -2.183], [4.132, 1.932, -3.579]], "forces_ev_per_a": [[-0.8, 0.3, -0.6], [0.9, -0.2, 0.5], [1.0, 0.6, 0.5], [0.1, -0.8, 0.1], [0.9, 1.6, -0.2], [-4.7, -2.0, -1.6], [2.3, -0.1, 1.2], [2.1, 1.5, -0.2], [-0.2, 0.3, -1.3], [-1.8, -2.0, 1.0], [0.2, 2.5, 2.1], [-0.4, 0.3, 0.0], [0.1, -2.4, -1.5], [0.0, 1.4, -0.5], [0.8, -1.0, 0.4], [0.2, -0.5, -0.1], [-0.6, 0.3, 0.0], [-0.8, 0.1, 0.3], [0.4, -0.1, -0.1], [0.4, 2.3, 0.2], [-0.6, -1.3, -0.2], [0.1, 0.2, 0.4], [0.1, -0.2, 0.0], [0.2, -0.5, -0.3], [-0.2, -0.6, -0.2], [-0.4, -0.8, 0.7], [-0.1, 0.7, -0.6], [0.5, -0.2, 0.2], [0.3, -0.3, -0.2], [-0.4, 0.5, -0.1], [0.1, 0.1, -0.1], [0.2, -1.2, -0.7], [1.2, 0.2, -0.6], [-1.1, 0.7, -0.5], [-0.5, -1.5, -0.1], [0.2, 0.1, 0.0], [-1.4, 0.7, 0.8], [1.7, 0.0, 0.3], [0.4, 1.0, -0.4], [-1.4, -2.7, 0.2], [-0.5, 0.9, 0.9], [0.9, -0.5, 0.4], [0.1, 0.6, 0.5], [0.8, -0.3, 0.1], [-0.4, 0.3, -0.3], [-0.2, 0.3, 0.3], [-0.1, 0.9, -0.5], [-0.2, -0.8, 0.1], [0.1, -0.6, 0.2], [-0.1, 0.3, -0.3], [-0.5, 0.6, 0.4], [0.0, -0.6, -0.6], [-0.1, 0.3, -0.2], [-0.1, 0.3, 0.8], [0.8, 0.8, -0.6], [-0.2, -0.8, 0.0], [0.9, 2.8, 1.8], [-0.5, -1.5, -1.7], [0.7, 2.2, 0.0], [-1.2, 0.1, 0.1], [-0.6, 0.0, -0.8], [2.1, -0.3, -0.3], [-2.0, 1.2, -0.7], [1.2, -0.2, 0.4], [-0.1, -0.8, -0.2], [0.3, -0.9, -0.1], [-1.4, -0.3, 0.7], [-0.2, 0.1, -0.2], [0.4, 0.0, -0.1], [0.0, -0.1, 0.6], [0.1, 0.1, -0.1], [0.1, -0.4, -0.7], [0.7, 0.4, -0.3], [-0.6, -0.3, -0.3], [0.1, 0.4, 0.3], [0.2, -0.2, 0.4], [1.2, -0.4, 0.3], [-0.7, -0.4, 1.0], [-0.5, 0.1, 0.1], [0.8, -0.2, -0.4], [-0.4, 0.6, -0.3], [0.1, -1.0, 1.4], [0.4, -1.0, -1.4], [0.8, 0.4, 0.6], [-0.2, 2.5, -1.8], [-0.9, -1.4, 0.8], [0.3, 0.8, 1.0], [-0.9, -0.2, 0.2], [0.0, 0.8, 0.0], [0.3, -0.2, -0.1], [0.1, -0.4, 0.0], [0.3, 0.7, 0.0], [-0.3, 0.4, 0.5], [0.2, -0.9, -0.4], [-1.2, -0.1, 0.6], [-0.7, -0.1, -0.3], [-0.2, -0.3, -0.2], [0.4, -0.2, 0.4], [1.0, -0.4, -0.4], [-0.5, 0.0, -0.2], [0.3, -0.1, -0.3], [0.1, 0.3, 0.0], [0.3, -0.1, 0.3], [1.2, -1.7, 0.9], [0.6, -0.3, -0.2], [-2.4, 0.8, 0.0], [-0.7, 2.9, -0.1], [1.0, -0.6, -0.9], [0.4, 0.2, 0.4], [-0.9, 0.9, 0.1], [-0.4, 0.7, -0.2], [0.4, -2.7, -0.3], [0.4, -0.2, 0.0], [-0.2, 0.3, -0.1], [-0.2, 0.0, 0.1], [-0.1, -0.7, -0.4], [1.0, 0.1, 0.1], [-0.5, -0.2, 0.0], [-0.1, -0.2, -0.1], [-1.2, 0.5, 0.8], [0.1, -0.3, -0.5], [0.6, -0.1, -0.3], [0.1, -0.1, -0.1], [0.2, -0.2, -0.1], [0.7, 0.5, -0.3], [0.4, -0.1, 0.8], [-0.8, 0.3, 0.5], [0.4, -0.2, 0.1], [-0.1, 1.1, 0.1], [-0.3, -0.2, -1.2], [0.1, 0.8, 0.0], [1.0, 1.0, 0.1], [0.5, -0.5, 0.8], [0.0, -0.1, -0.1], [-0.3, 0.2, 0.3], [0.1, 0.2, -0.2], [-0.2, -0.1, 0.3], [-0.9, 0.3, 0.4], [0.2, -1.1, 0.0], [0.0, -0.6, -0.3], [0.1, -0.2, -0.3], [-0.4, 0.3, 0.1], [-0.3, -0.7, -0.4], [0.1, -0.1, 0.6], [0.9, 0.7, 1.0], [-0.7, 2.1, -0.2], [-1.6, 0.1, -1.2], [-0.1, -2.8, 0.4], [1.4, 1.0, 0.5], [0.7, -0.7, -1.2], [0.0, 0.1, 0.8], [-0.2, -0.6, 0.0], [0.4, 0.8, -0.2], [0.7, -1.8, 0.9], [0.5, -0.2, -0.2], [1.2, 0.9, 0.3], [0.0, 0.0, -0.4], [-0.2, -1.2, -0.3], [-0.9, 0.3, -0.1], [-1.1, 0.6, 0.0], [-0.5, 0.4, -0.6]], "total_charge": -1, "e_lumo_ev": 2.15, "energy_ha": -3475.59990, "max_force_ha_per_bohr": 0.1044}

[3]
{"formula": "C5H6S", "method": "ωB97M-V/def2-TZVPD", "symbols": ["S", "C", "C", "C", "C", "C", "H", "H", "H", "H", "H", "H"], "positions_angstrom": [[1.918, 0.016, -0.192], [0.278, -0.014, 0.565], [-0.646, 1.206, 0.221], [-1.797, 0.710, -0.224], [-1.737, -0.745, -0.244], [-0.580, -1.172, 0.232], [1.461, -0.091, -1.441], [0.497, -0.052, 1.648], [-0.200, 2.169, 0.368], [-2.669, 1.214, -0.609], [-2.583, -1.236, -0.585], [-0.311, -2.168, 0.387]], "forces_ev_per_a": [[0.0, 0.0, 0.0], [-0.7, 1.1, 0.6], [1.6, -1.5, 0.6], [0.1, 0.5, -0.4], [0.2, 1.2, 0.3], [-0.1, 0.3, -0.3], [0.0, 0.0, -0.2], [-0.1, 0.3, -0.2], [-0.5, 0.5, -0.2], [0.0, 0.4, 0.1], [-1.2, -1.5, -0.4], [0.5, -1.3, 0.1]], "total_charge": 0, "e_above_lowest_kcal_mol": 9.8, "e_lumo_ev": 0.72, "energy_ha": -592.25618, "max_force_ha_per_bohr": 0.0441, "smiles": "SC1C=CC=C1"}

[4]
{"formula": "C2H5N4", "method": "ωB97M-V/def2-TZVPD", "symbols": ["N", "C", "N", "N", "C", "N", "H", "H", "H", "H", "H"], "positions_angstrom": [[4.111, -0.440, -0.451], [3.124, -0.150, 0.036], [2.000, 0.335, 0.435], [0.854, 0.058, -0.187], [-0.407, 0.036, 0.569], [-1.498, -0.352, 0.073], [1.968, 0.945, 1.185], [0.809, -0.154, -1.148], [-0.177, 0.538, 1.473], [-2.458, -0.200, 0.456], [-1.469, -0.509, -0.907]], "forces_ev_per_a": [[1.6, -0.8, -0.6], [1.0, -0.3, -0.7], [-0.5, 0.3, 0.7], [-7.3, -0.6, 2.4], [7.4, 1.0, -2.0], [-3.0, 0.2, -0.4], [0.0, 1.6, 1.4], [0.6, -0.2, -1.3], [-0.9, -0.2, 1.4], [1.4, -0.1, 0.0], [-0.4, -0.7, -1.0]], "total_charge": 1, "e_above_lowest_kcal_mol": 54.9, "e_lumo_ev": -5.09, "energy_ha": -297.86591, "max_force_ha_per_bohr": 0.1512, "smiles": "N#CN/[NH+]=C/N"}